## a
This record from the Open Molecules 2025 dataset describes a cluster of 40 separate species, H80O40 in total. The level of theory is wB97M-V/def2-TZVPD.

As for the LUMO energy: -0.312 eV. The highest occupied orbital energy is -9.7945 eV. Its spin multiplicity is 1.

Positions of all 120 atoms, in Å:
H 3.9301 1.9383 -4.0855
H 4.7516 1.0827 -3.0703
O 4.8273 1.9194 -3.6409
H 5.0590 -4.4495 -0.2681
H 4.0991 -3.1669 -0.8739
O 4.9247 -3.6630 -0.7591
H 4.4902 2.6088 -0.9115
H 3.7822 2.4437 -2.3192
O 3.6992 2.7255 -1.4052
H -2.7064 2.9783 -2.3675
H -3.5874 1.9781 -1.3770
O -3.1598 2.1619 -2.2060
H 3.0928 1.4011 4.4171
H 1.7684 2.1695 4.5452
O 2.1200 1.2868 4.4919
H -5.1257 1.6630 0.4517
O -4.7444 2.4598 0.1226
H -2.7961 -5.5616 -1.8746
O -2.4708 -4.6671 -2.0267
H 0.5758 1.9888 -2.3484
H -1.0179 2.3217 -2.3722
O -0.1836 2.3302 -1.9302
H -1.9856 2.4956 3.9290
H -1.7559 3.4590 5.0401
O -1.4666 3.3048 4.1468
H -1.5578 5.8096 -1.9367
H -1.5802 5.5601 -0.5240
O -1.0687 5.3074 -1.2630
H 4.9741 -1.0722 -3.6769
H 4.3289 -1.0498 -2.3658
O 4.1576 -0.6353 -3.1950
H -2.1094 -2.6606 1.8790
O -2.7860 -3.2429 2.3144
H -0.0310 3.3510 -0.4169
H 0.8950 4.6679 -0.4167
O 0.3500 4.0811 0.1338
H 2.1178 0.6770 -3.7251
H 0.8727 1.6527 -3.7885
O 1.4030 1.0841 -4.2690
H -0.1557 0.2234 4.5021
H 0.1247 -1.2478 4.0928
O -0.2836 -0.4441 3.8256
H -5.6685 0.1415 2.2515
H -6.8575 0.2388 1.3928
O -5.8587 0.3056 1.3016
H -2.4313 0.6078 -2.4089
H -1.8837 0.1448 -3.7744
O -1.5542 0.3500 -2.8487
H -1.6072 -5.8556 3.3388
H -0.6302 -5.3432 2.3319
O -1.2867 -6.0477 2.4710
H 0.6479 -1.8370 -3.9059
O 0.1993 -2.6621 -3.7475
H 4.9770 -2.0676 1.1988
H 4.8354 -1.4530 2.5002
O 5.5189 -1.6327 1.8480
H -2.8163 0.2436 3.9001
O -3.3858 0.9780 4.0791
H 1.3868 1.8659 2.8665
H 0.0902 1.2224 2.4935
O 0.8835 1.4931 2.0587
H 1.8818 4.3429 3.3073
H 1.4998 4.9467 4.6537
O 1.2126 4.2601 4.0316
H 4.0510 -0.7506 -0.1162
H 4.0153 0.5340 -0.8895
O 4.6478 -0.0949 -0.5781
H -0.0318 4.9223 -4.2209
H -0.6914 3.5332 -4.4562
O -0.7273 4.4690 -4.7430
H -0.9720 -1.0825 -6.6598
H -1.0348 -0.0013 -5.6598
O -1.4001 -0.8923 -5.8010
H 4.8289 4.7282 -0.2309
H 4.5983 3.7838 1.1232
O 4.9348 4.5592 0.6882
H 1.7335 3.4372 2.1890
H 2.7735 2.8813 1.1329
O 2.7306 3.3752 1.9982
H -3.7085 -0.7084 -4.5254
H -4.8197 -0.0993 -3.7257
O -3.8711 0.0434 -3.9252
H -0.3323 -1.0023 -0.2820
H -0.6065 -0.6862 1.2382
O -0.0603 -1.2993 0.6267
H -3.1097 -1.6379 -2.0226
H -2.8573 -2.8820 -1.1811
O -3.4313 -2.1207 -1.2721
H -4.6035 -1.4450 2.2067
O -5.3718 -1.9575 2.4890
H 2.4900 -2.6782 -3.5326
H 2.1303 -4.0551 -3.0683
O 2.3184 -3.1919 -2.7547
H -0.7480 -2.3416 -3.8558
H -5.1522 3.3105 0.2986
H -4.2550 0.7245 3.8285
H -1.8925 -4.5873 -2.7737
H -2.7845 -4.0576 1.8232
H -5.0453 -2.8872 2.2758
O -2.9522 4.3634 1.0742
H -2.0083 4.5179 1.0461
H -2.9604 3.3733 0.9117
O 1.1675 -5.5622 0.4758
H 0.5012 -6.3115 0.7328
H 2.0468 -5.6341 0.7747
O -2.2639 1.2666 0.1071
H -2.3329 0.9611 -0.7993
H -1.4093 1.7773 0.0965
O 2.6467 -4.6898 2.6551
H 2.4053 -5.0436 3.5028
H 3.3930 -5.1625 2.1435
O 2.7474 -0.8059 1.0486
H 2.5082 0.1452 1.3749
H 1.9050 -1.4040 1.1259
O -1.5300 -4.3085 4.5097
H -2.1210 -3.4762 4.2476
H -1.0878 -3.9280 5.3192
O -0.4341 -3.9470 -0.0642
H 0.2754 -3.4186 0.3759
H -0.3541 -3.7169 -0.9749

***

## b
This record from the Open Molecules 2025 dataset describes a cluster of 40 separate species, H80O40 in total. The level of theory is wB97M-V/def2-TZVPD.

As for the LUMO energy: -0.815 eV. The highest occupied orbital energy is -10.2651 eV. Its spin multiplicity is 1.

Positions of all 120 atoms, in Å:
H 2.0151 5.2259 -2.2405
H 2.5309 5.0249 -0.7429
O 1.7900 4.9549 -1.3471
H 2.7521 -1.9705 1.9663
H 1.8354 -2.8887 1.3754
O 2.7260 -2.5376 1.1808
H 0.3434 -1.2048 0.7010
H -0.7620 -1.7287 -0.1973
O 0.0338 -2.0514 0.2721
H 5.0181 -0.7079 2.4644
H 4.0652 0.1215 1.8219
O 5.0374 0.0881 1.8951
H -4.1864 -4.1349 -0.0124
H -3.5804 -3.3291 1.0923
O -3.5459 -3.4244 0.1256
H -1.7720 3.5405 -1.8853
O -0.8629 3.6067 -2.2760
H 1.1974 -2.0029 5.4713
O 1.9508 -2.2748 6.0190
H -3.1341 5.1170 0.4153
H -3.3772 5.9127 1.7856
O -3.6752 5.7469 0.8917
H 6.1374 0.3648 -1.4036
H 4.8223 0.7019 -2.0751
O 5.7312 1.0119 -1.9894
H 0.6583 -0.1773 -3.9821
H 2.0501 -0.6533 -4.3266
O 1.2211 -0.9608 -3.9479
H -3.9658 -1.8901 -2.7535
H -2.6202 -2.5216 -2.4284
O -3.3907 -2.1198 -2.0131
H 1.0598 0.6504 1.5605
O 0.2150 0.3167 1.2490
H -3.8252 5.1989 -2.3531
H -4.4059 4.0680 -3.0929
O -3.7039 4.2442 -2.4527
H -0.5749 -1.8171 -2.8002
H -1.6306 -0.6117 -2.5982
O -0.9007 -1.1322 -2.2085
H 0.8651 -5.1176 -0.1761
H 0.7350 -3.6230 -0.4541
O 1.1565 -4.4357 -0.7878
H 4.4637 -0.1423 4.5741
H 5.0596 -1.2400 3.8575
O 4.1723 -0.9305 4.0912
H 5.5347 3.2965 0.2052
H 4.5004 4.4318 0.2988
O 4.6847 3.5371 0.5918
H -0.1060 0.3848 4.3536
H 0.9840 0.0948 5.2070
O 0.2202 -0.3849 4.8473
H -5.3192 2.8248 0.7939
O -5.0039 2.1545 0.1725
H 0.8753 -6.1784 -3.2341
H 1.1575 -4.8769 -2.5633
O 0.6043 -5.2530 -3.2940
H -0.8297 3.9177 3.5236
O -1.7479 3.7907 3.7893
H 2.9912 -2.7375 -2.9611
H 3.8075 -2.0253 -4.0369
O 3.5485 -2.8901 -3.7165
H -3.4184 3.0197 1.5080
H -1.9410 2.8241 1.2907
O -2.7259 3.1963 0.8657
H 5.8046 -2.3744 0.7470
H 4.5320 -2.6931 0.0423
O 5.3607 -3.1201 0.3289
H -4.5396 -0.1362 -1.6486
H -4.6313 1.4029 -2.0014
O -4.1158 0.6063 -2.1220
H -4.6946 0.0112 3.3637
H -6.0174 -0.3245 2.6772
O -5.3205 0.3469 2.7136
H 2.1543 1.7007 -0.5859
H 2.3403 2.9154 -1.6233
O 2.2352 1.9667 -1.5043
H 1.9049 -1.6645 -0.8019
H 2.3061 -0.4764 -1.8369
O 2.5823 -1.2539 -1.3468
H -2.3477 -0.6426 3.0661
H -3.3595 -0.2797 1.9229
O -3.1545 -0.9335 2.5996
H -4.8526 -0.2007 0.2895
H -4.8527 -1.8639 0.0984
O -5.0737 -0.9886 -0.2243
H 0.7199 3.2259 2.0786
H 2.0936 3.1122 2.9852
O 1.1424 3.2720 2.9555
H -1.2444 1.6530 -1.9260
O -1.4096 1.4679 -0.9893
H 1.7121 3.0043 -3.9679
H 0.5206 2.8413 -5.0109
O 1.4452 2.6642 -4.8243
H -4.6627 2.6736 -0.5643
H -0.5316 4.4498 -1.9446
H -1.7856 3.7584 4.7472
H 2.6756 -1.8881 5.5116
H -0.1160 0.6518 0.4012
H -2.3822 1.4256 -1.0229
O 0.6309 -2.8853 3.1844
H -0.1917 -2.4852 3.4766
H 0.4826 -3.6906 2.6805
O 3.4175 1.7454 2.7098
H 3.5172 2.1809 1.8535
H 4.2508 1.5569 3.1380
O 0.2977 2.9108 0.5009
H 0.8229 3.5625 0.0247
H -0.1205 2.3472 -0.1897
O -0.6046 -3.2669 -4.6689
H -1.0172 -4.1318 -4.7200
H 0.1507 -3.3671 -4.0804
O -1.1174 -4.1194 1.2298
H -1.8552 -4.1347 0.5949
H -0.8700 -3.1649 1.2363
O -2.7940 -5.1208 3.4019
H -2.6481 -5.7213 2.6460
H -2.5332 -4.3801 2.8345
O -0.7001 -0.3097 -5.7072
H -0.8206 -0.0779 -6.6432
H -0.2808 -1.1514 -5.9920

***

## c
This record from the Open Molecules 2025 dataset describes a cluster of 40 separate species, H80O40 in total. The level of theory is wB97M-V/def2-TZVPD.

As for the LUMO energy: -0.965 eV. The highest occupied orbital energy is -10.4970 eV. Its spin multiplicity is 1.

Positions of all 120 atoms, in Å:
H 2.1416 -0.8133 -5.3829
H 1.4336 -0.4547 -4.1642
O 1.6701 -1.1964 -4.6899
H -5.2672 2.3540 -3.0094
H -4.5444 0.9028 -3.3558
O -5.4531 1.4412 -3.2588
H 2.8929 -3.6174 1.5483
H 2.5863 -3.6464 0.1415
O 2.0791 -3.3470 0.9347
H -0.3520 -0.4763 -4.8313
H -0.3994 0.3279 -6.2373
O -0.4281 0.3881 -5.2620
H 5.2264 -2.1098 2.1852
H 5.9314 -0.8787 1.8626
O 6.2815 -1.7581 2.0991
H 2.7417 3.2868 2.1380
O 3.6470 3.5045 2.0507
H -0.5263 -0.0009 0.7293
O 0.2230 -0.1714 0.0626
H 3.4770 -4.2515 -2.1173
H 3.6337 -5.5588 -1.2577
O 4.1194 -4.7256 -1.7412
H -1.5096 0.1357 5.2323
H -0.0260 -0.1768 4.9595
O -0.6517 -0.1855 5.5805
H 0.7912 2.0904 -5.9256
H 0.2929 3.5902 -5.8660
O 0.8886 3.0385 -6.1629
H 0.8157 -5.3572 -0.1103
H 0.7043 -4.1099 -0.8465
O 1.1119 -4.8781 -0.7891
H 5.4459 -3.5391 0.0682
O 4.7382 -2.9211 0.1318
H -4.2094 -3.2397 4.3255
H -4.0300 -3.6237 2.9592
O -3.5613 -3.5149 3.7742
H 0.6421 2.9730 5.8527
H 0.4800 3.5721 4.3971
O 0.8194 3.7520 5.2935
H 1.4761 2.4023 0.9335
H 0.8278 3.4945 1.6002
O 1.4616 3.3765 0.8825
H -1.7533 4.8057 2.5242
H -1.5783 5.0100 1.0488
O -1.7136 5.4186 1.8044
H -6.2183 0.8403 1.0376
H -4.8868 1.5882 0.2922
O -5.5401 1.5423 1.0761
H 2.8508 1.3542 -2.3124
H 3.1977 0.1886 -3.2207
O 2.4990 0.3965 -2.6746
H 3.1157 -1.6139 2.1984
O 2.9831 -1.6454 3.2060
H -0.3969 -2.4893 -1.5600
H -1.4160 -3.5757 -1.8593
O -1.1715 -2.6837 -2.1891
H -2.6464 -2.0290 3.3920
O -2.0472 -1.6507 3.9831
H -2.3765 -0.7689 -0.3814
H -1.3343 -0.7680 -1.5397
O -1.9469 -0.1806 -1.1113
H -3.9080 2.6200 -1.1043
H -2.8162 1.6118 -0.9396
O -3.7344 1.6855 -1.3593
H -1.6324 3.6353 -1.3445
H -0.4814 4.3860 -0.6984
O -1.2891 3.8548 -0.5476
H -0.7519 -3.1302 -4.7413
H -1.5129 -4.0822 -3.7603
O -0.8912 -4.0365 -4.5714
H 4.7433 0.1043 2.1513
H 4.1113 1.4767 2.6036
O 4.9561 1.0698 2.2723
H -4.3260 -4.9138 -0.1892
H -3.6921 -3.2745 0.0979
O -3.8843 -4.2304 0.3709
H 1.6257 -1.3677 -0.2195
H 2.3034 -1.6685 -1.7870
O 2.4253 -1.2791 -0.8788
H 1.7737 3.2012 -1.7443
H 3.3724 3.3378 -1.4318
O 2.5975 3.5534 -2.1472
H 0.7554 6.7734 -0.3596
H 1.6314 5.8514 -1.3188
O 0.9004 6.4662 -1.1854
H 1.8504 0.0635 1.8692
H 0.9014 1.0650 2.7640
O 1.4994 0.8901 1.9465
H -4.5907 -1.4637 -1.8433
O -4.1418 -1.9651 -1.0699
H -1.7800 -3.2834 0.8881
H -0.6019 -2.9780 0.0724
O -1.2943 -2.4524 0.4799
H 2.2341 -2.1700 3.2223
H 3.8516 4.2886 1.7114
H -1.4926 -2.5874 4.0658
H 0.2362 0.6450 -0.4388
H 4.9359 -2.3965 -0.6219
H -3.2417 -1.8807 -1.3710
O -0.6283 -4.9118 1.6963
H -0.9561 -5.4753 2.3016
H 0.3530 -4.6329 1.9507
O -0.9398 4.5086 -3.4113
H -1.3025 4.9448 -3.9836
H -0.2269 4.0885 -3.5597
O 4.6170 0.4907 -0.8326
H 4.0042 -0.3242 -0.6962
H 4.6600 0.8443 0.0599
O -0.9964 2.1408 3.5778
H -1.8550 2.3875 3.9295
H -1.1297 1.1337 3.3847
O -6.0295 0.0580 -1.4924
H -6.4838 0.8655 -1.6909
H -5.1039 0.5194 -1.5922
O 0.3429 -1.5628 2.5685
H -0.3039 -1.4752 3.2915
H -0.0561 -2.2257 2.0981
O -2.9907 2.3099 1.6923
H -3.6836 2.7966 1.9396
H -2.8665 2.1601 0.7135

***

## d
This record from the Open Molecules 2025 dataset describes a cluster of 40 separate species, H80O40 in total. The level of theory is wB97M-V/def2-TZVPD.

As for the LUMO energy: -0.663 eV. The highest occupied orbital energy is -10.1621 eV. Its spin multiplicity is 1.

Positions of all 120 atoms, in Å:
H 1.7724 -0.2149 -2.5020
H 0.2341 0.1082 -2.9214
O 1.1022 -0.5404 -3.1226
H 2.2044 1.5225 0.5743
H 2.4644 0.1021 0.0089
O 2.2010 0.9946 -0.2166
H -2.1955 -1.9798 2.3532
H -2.1576 -0.6157 3.4162
O -2.1627 -1.0482 2.5203
H -0.9385 3.7650 1.3979
H -0.4113 2.3980 1.1746
O -0.1660 3.2015 1.6874
H 4.3028 -3.0487 -3.3209
H 3.1427 -2.4452 -2.6217
O 3.9703 -2.9280 -2.4427
H 2.4203 -3.6142 3.1918
O 1.9081 -2.9075 2.6468
H -0.7027 -2.8041 -4.4571
O -1.6254 -2.9328 -4.6083
H -1.1913 3.9182 4.1327
H -2.5594 3.8239 4.8992
O -1.8412 4.4140 4.7308
H 3.6055 -0.2886 -3.8985
H 4.3958 -0.5019 -5.0602
O 3.8870 -1.0384 -4.4124
H -1.0514 2.0625 3.3017
H -0.1323 0.8829 3.6455
O -0.8575 1.5223 4.0734
H -6.6922 -1.4503 0.8970
H -5.2735 -1.5692 1.6210
O -6.1020 -1.9992 1.4778
H -4.8383 2.4288 2.3311
O -4.0950 2.5397 1.7549
H 3.0737 -3.8094 1.3353
H 4.1549 -4.6486 2.0438
O 3.3007 -4.7127 1.6242
H 1.9959 -3.6884 -3.7328
H 1.1233 -2.4207 -3.2514
O 1.1869 -3.4314 -3.1435
H -0.0413 -3.0214 -0.7772
H -0.6415 -2.1768 0.5838
O -0.1183 -2.2723 -0.1946
H -3.5061 0.5471 -2.4563
H -4.2683 1.7532 -2.8944
O -3.6181 1.4822 -2.1573
H 2.6240 2.7592 2.7458
H 3.9219 3.0703 2.0305
O 2.9867 2.9953 1.8968
H -1.9155 3.3647 -0.4227
H -3.2132 2.8000 0.2027
O -2.8026 3.6715 -0.0991
H 2.8083 -4.7803 -0.6131
O 2.7071 -5.6802 -1.0031
H -1.1421 -1.1224 -5.7702
H -0.0569 -0.9615 -4.6905
O -0.4694 -0.5131 -5.4115
H 4.7765 0.8716 2.3158
O 3.8771 0.7861 2.0548
H -0.8069 -0.5253 6.4771
H -0.4812 -1.9557 6.2783
O -0.1152 -1.1517 6.6487
H 0.7058 2.5082 -1.4875
H 0.2270 3.8525 -1.9998
O -0.0133 2.8936 -1.9672
H 3.3801 1.7782 -2.6911
H 2.1190 1.3850 -2.2112
O 2.5254 1.5503 -3.0399
H 1.8438 -0.0358 3.1084
H 1.4211 -0.9582 1.8544
O 1.2952 -0.0710 2.3291
H -2.1075 -3.0702 -0.9213
H -2.3897 -1.5569 -0.9501
O -2.6437 -2.3897 -1.3522
H -0.9634 -4.2291 -2.4856
H 0.4341 -4.6582 -1.8107
O -0.5155 -4.5900 -1.7292
H 2.5383 3.5777 -0.2590
H 1.4203 4.0920 0.6459
O 1.6379 3.8812 -0.2778
H -0.3134 0.2696 0.3870
H -1.5073 0.9191 1.0288
O -0.9390 0.9801 0.2537
H -4.2747 -2.8198 -1.8742
H -5.1250 -3.2782 -3.0477
O -5.0486 -2.5211 -2.4261
H 2.7408 0.2984 5.7436
H 2.7699 0.9512 4.2812
O 2.8222 0.1598 4.8027
H -1.7282 0.1267 -3.3188
O -1.1924 0.4283 -2.5767
H 3.7720 0.1421 -1.8738
H 5.0440 -0.0684 -1.1570
O 4.6984 0.3285 -1.9522
H 3.2482 -5.5773 -1.7690
H 1.0970 -3.2944 2.2438
H 3.7505 -0.0832 1.6912
H -2.1577 -2.3997 -4.0075
H -3.4315 3.2295 1.8014
H -1.6903 1.2148 -2.2444
O -1.4764 5.4491 1.7459
H -0.7077 5.9720 2.1242
H -2.2113 5.7360 2.3625
O 2.4213 2.0319 -5.5457
H 1.8874 1.8094 -4.7675
H 2.9286 2.7325 -5.1564
O 0.6256 4.6393 4.8342
H 0.1010 5.2867 4.4058
H 0.1615 4.3507 5.5959
O 2.5778 5.5174 2.7610
H 2.1806 4.9537 3.4150
H 2.0376 5.7218 1.9996
O -3.9562 -0.6768 -4.2485
H -4.2515 -1.2810 -3.5647
H -3.7682 -1.0947 -5.1062
O -4.1531 -3.5929 0.4193
H -3.5637 -3.4209 1.1601
H -5.0363 -3.2225 0.5245
O -1.9807 -4.3138 2.9464
H -2.7286 -4.8087 2.6539
H -1.3267 -5.0087 3.0421

***

Most stable = b